103
Properties=species:S:1:pos:R:3:lowdin_charge:R:1 method="wB97M-V/def2-TZVPD" lumo_ha=-0.068 e_homo_ev=-6.48 total_energy_ev=-110708.4577 relative_energy_kj_mol=200.6 charge=0
Ca 1.312 0.083 -1.222 1.379
C -5.560 -1.710 1.904 -0.063
C -4.460 -2.755 2.025 -0.199
N -3.142 -2.221 1.718 -0.044
C -2.681 -2.307 0.435 0.036
C -1.507 -1.816 -0.027 -0.012
C -1.269 -1.857 -1.541 -0.631
O -1.843 -2.739 -2.182 0.020
O -0.549 -0.921 -1.986 -0.173
C -0.583 -1.278 0.935 -0.300
O 0.590 -0.972 0.724 -0.084
C -1.127 -1.076 2.294 -0.024
C -0.358 -0.345 3.199 0.105
C -0.863 -0.072 4.441 -0.181
F -0.143 0.705 5.287 0.061
C -2.122 -0.536 4.844 -0.152
C -2.879 -1.275 3.950 0.043
C -2.402 -1.534 2.656 -0.125
N -2.686 -0.273 6.132 -0.116
C -3.892 0.536 6.178 -0.124
C -4.823 -0.089 7.231 -0.073
N -3.946 -0.860 8.182 0.041
C -2.729 -0.058 8.535 -0.075
C -1.841 0.013 7.278 -0.136
H -6.533 -2.147 2.130 0.076
H -5.595 -1.312 0.891 0.085
H -5.393 -0.872 2.579 0.061
H -4.638 -3.576 1.330 0.125
H -4.432 -3.202 3.021 0.111
H -3.338 -2.801 -0.271 0.144
H 0.610 0.029 2.889 0.107
H -3.841 -1.648 4.269 0.103
H -4.382 0.542 5.209 0.131
H -3.664 1.580 6.434 0.138
H -5.520 -0.809 6.803 0.134
H -5.371 0.645 7.819 0.134
H -3.624 -1.686 7.668 0.182
H -4.462 -1.159 9.006 0.182
H -2.233 -0.537 9.377 0.136
H -3.099 0.917 8.848 0.134
H -1.049 -0.732 7.329 0.141
H -1.373 1.001 7.249 0.131
B 2.361 1.963 1.789 -0.431
N 3.380 2.121 0.641 -0.096
C 4.327 3.061 0.526 -0.108
C 5.038 2.839 -0.638 -0.077
C 4.413 1.723 -1.196 -0.170
N 3.434 1.287 -0.419 -0.016
N 0.923 2.383 1.318 -0.085
C 0.034 3.140 1.968 -0.121
C -1.140 3.177 1.235 -0.080
C -0.852 2.402 0.108 -0.161
N 0.385 1.927 0.177 -0.030
H 2.666 2.726 2.673 0.068
H 2.344 0.812 2.149 0.057
H 4.432 3.806 1.298 0.109
H 5.869 3.398 -1.029 0.082
H 4.631 1.201 -2.114 0.094
H 0.313 3.606 2.898 0.108
H -2.045 3.717 1.450 0.076
H -1.451 2.184 -0.762 0.103
N 4.484 6.723 -3.893 0.087
C 3.630 5.624 -3.963 -0.329
C 3.521 4.885 -5.138 -0.035
C 2.651 3.809 -5.213 -0.066
C 1.878 3.463 -4.117 -0.283
C 1.972 4.204 -2.944 -0.054
C 2.835 5.278 -2.869 -0.032
S 0.855 2.018 -4.133 0.549
O 0.659 1.651 -5.518 -0.336
O -0.282 2.316 -3.297 -0.320
N 1.685 0.928 -3.331 -0.277
C 2.611 0.107 -3.853 -0.777
S 3.276 0.109 -5.451 1.039
C 4.292 -1.214 -4.997 -0.419
C 4.059 -1.555 -3.707 -0.268
N 3.115 -0.813 -3.056 -0.019
H 5.267 6.682 -4.525 0.082
H 4.777 6.962 -2.958 0.082
H 4.118 5.158 -6.000 0.107
H 2.557 3.246 -6.129 0.102
H 1.370 3.927 -2.088 0.110
H 2.909 5.842 -1.948 0.109
H 4.975 -1.671 -5.692 0.050
H 4.545 -2.361 -3.177 0.105
N 1.569 -3.239 -1.147 0.175
C 1.439 -3.485 -2.271 -0.308
N 1.245 -3.679 -3.551 -0.090
C 0.651 -2.639 -4.397 -0.127
C -0.291 -3.292 -5.408 -0.160
C -0.969 -4.501 -4.778 -0.194
C 0.058 -5.606 -4.499 -0.169
C 1.421 -4.995 -4.138 -0.147
H 1.444 -2.088 -4.899 0.093
H 0.100 -1.958 -3.743 0.100
H 0.260 -3.591 -6.306 0.110
H -1.025 -2.550 -5.723 0.118
H -1.765 -4.880 -5.422 0.106
H -1.430 -4.181 -3.839 0.086
H 0.185 -6.249 -5.375 0.103
H -0.294 -6.242 -3.686 0.103
H 2.046 -4.880 -5.032 0.121
H 1.976 -5.613 -3.434 0.121

---

17
Properties=species:S:1:pos:R:3:nbo_charge:R:1 method="wB97M-V/def2-TZVPD" lumo_ha=0.144 e_homo_ev=-2.44 total_energy_ev=-8883.0235 relative_energy_kj_mol=105.6 charge=-1
C 1.368 -0.153 2.701 -0.431
C 1.921 -0.051 1.494 -0.190
C 1.166 0.008 0.240 -0.238
C 1.767 0.107 -0.944 -0.390
H 0.291 -0.140 2.817 0.199
H 1.981 -0.093 3.592 0.176
H 3.002 -0.014 1.357 0.174
H 0.086 -0.106 0.254 0.270
H 1.153 -0.010 -1.830 0.246
H 2.845 0.242 -1.000 0.153
N -2.123 1.109 -0.684 -0.929
C -2.240 -0.350 -1.005 0.150
O -1.072 -0.815 -1.455 -0.950
H -1.491 1.537 -1.350 0.350
H -2.998 1.617 -0.599 0.319
H -2.593 -0.855 -0.070 0.054
H -3.082 -0.467 -1.736 0.036

---

18
Properties=species:S:1:pos:R:3:nbo_charge:R:1 method="wB97M-V/def2-TZVPD" multiplicity=2 s2=0.75 lumo_ha="0.031 / -0.118" e_homo_ev="-10.63 / -10.53" total_energy_ev=-9456.0728 relative_energy_kj_mol=36.2 charge=0
C 2.748 0.647 0.181 -0.616
C 2.349 1.398 -1.068 -0.617
H 2.578 1.176 1.122 0.215
H 2.175 -0.257 0.414 0.202
H 3.779 0.289 0.138 0.201
H 1.326 1.783 -0.986 0.204
H 2.241 0.883 -2.024 0.207
H 3.028 2.234 -1.235 0.205
C -2.616 -0.762 0.488 -0.458
C -1.667 -1.820 -0.033 -0.620
C -1.879 0.592 0.724 0.712
O -2.058 1.365 -0.260 -0.201
O -1.278 0.747 1.759 -0.576
H -3.512 -0.658 -0.124 0.226
H -3.005 -1.100 1.448 0.247
H -2.139 -2.805 0.043 0.223
H -0.724 -1.959 0.488 0.228
H -1.346 -1.752 -1.077 0.218

---

15
Properties=species:S:1:pos:R:3:nbo_charge:R:1 method="wB97M-V/def2-TZVPD" lumo_ha=-0.021 e_homo_ev=-9.18 total_energy_ev=-10771.1183 relative_energy_kj_mol=832.6 charge=0
C 0.406 0.206 -0.049 0.233
C -0.393 1.529 -0.041 -0.247
C -1.895 -0.423 0.036 0.622
C -0.531 -1.053 0.274 -0.599
H 3.604 -0.118 -0.492 0.394
H 2.601 -1.518 0.908 0.356
H -0.530 1.973 -1.082 0.212
H 0.196 2.251 0.596 0.243
H -2.559 1.538 -0.719 0.353
H -0.184 -2.170 -0.207 0.289
H -0.333 -1.488 1.466 0.257
N 2.569 -0.801 -0.254 -0.705
N 1.593 0.319 -0.282 -0.270
N -1.697 0.865 0.354 -0.553
O -2.845 -1.111 -0.508 -0.585

---

18
Properties=species:S:1:pos:R:3:nbo_charge:R:1 method="wB97M-V/def2-TZVPD" lumo_ha=0.033 e_homo_ev=-7.53 total_energy_ev=-8895.8532 relative_energy_kj_mol=563.9 charge=0
C 1.667 0.308 -1.383 -0.615
C 0.963 -0.470 -0.301 -0.073
C 1.491 -0.541 1.083 -0.260
N 0.364 0.326 0.769 -0.457
C -0.909 -0.090 1.272 0.093
C -2.280 -0.147 -0.849 -0.561
O -1.910 0.674 0.576 -0.547
H 0.944 0.662 -2.126 0.220
H 2.407 -0.314 -1.897 0.216
H 2.177 1.177 -0.955 0.213
H 0.366 -1.316 -0.640 0.228
H 2.406 -0.019 1.356 0.206
H 1.287 -1.445 1.656 0.198
H -1.189 -1.127 1.058 0.203
H -0.984 0.147 2.338 0.177
H -1.940 0.636 -1.557 0.111
H -3.370 0.008 -0.775 0.132
H -1.489 1.530 0.377 0.515

---

Repeat the fourth record exactly.
15
Properties=species:S:1:pos:R:3:nbo_charge:R:1 method="wB97M-V/def2-TZVPD" lumo_ha=-0.021 e_homo_ev=-9.18 total_energy_ev=-10771.1183 relative_energy_kj_mol=832.6 charge=0
C 0.406 0.206 -0.049 0.233
C -0.393 1.529 -0.041 -0.247
C -1.895 -0.423 0.036 0.622
C -0.531 -1.053 0.274 -0.599
H 3.604 -0.118 -0.492 0.394
H 2.601 -1.518 0.908 0.356
H -0.530 1.973 -1.082 0.212
H 0.196 2.251 0.596 0.243
H -2.559 1.538 -0.719 0.353
H -0.184 -2.170 -0.207 0.289
H -0.333 -1.488 1.466 0.257
N 2.569 -0.801 -0.254 -0.705
N 1.593 0.319 -0.282 -0.270
N -1.697 0.865 0.354 -0.553
O -2.845 -1.111 -0.508 -0.585

---

- Look up the charge of the third one.
  0

---

- Look up the charge of the first one.
  0